# 1
The following is a quantum chemistry calculation of a 5-piece molecular cluster, C20H51N4O12S4 overall, from the Open Molecules 2025 dataset.

Calculated values
- E: -3507.058744 Ha
- HOMO energy: -12.20 eV
- Charge: +1
- E_LUMO: -2.55 eV
- Frontier orbital gap: 0.3547 hartree

Each line ends with the Löwdin charge.
Element x y z (Å)
C  3.33  1.90  -3.23  -0.0630
C  2.02  2.37  -2.58  -0.2072
C  1.25  3.32  -3.48  -0.3281
C  0.84  2.72  -4.83  -0.0373
N  0.08  3.93  -2.78  0.1546
C  -0.97  3.30  -2.31  -0.3334
N  -1.15  1.92  -2.39  0.1188
C  -2.56  1.73  -1.97  -0.0984
C  -2.77  2.85  -0.98  -0.2803
C  -4.21  3.18  -0.64  -0.2308
N  -4.81  2.10  0.14  0.0267
N  -2.03  3.90  -1.74  0.1535
H  4.19  2.23  -2.65  0.0747
H  3.45  2.29  -4.25  0.0722
H  3.38  0.82  -3.30  0.0826
H  1.41  1.50  -2.32  0.0977
H  2.29  2.90  -1.66  0.0797
H  1.90  4.18  -3.66  0.1485
H  0.71  1.64  -4.76  0.0879
H  -0.11  3.14  -5.18  0.0834
H  1.60  2.92  -5.58  0.0827
H  0.09  4.93  -2.67  0.1648
H  -0.50  1.47  -1.75  0.1439
H  -3.16  1.95  -2.86  0.1401
H  -2.75  0.72  -1.63  0.1194
H  -2.20  2.64  -0.07  0.1588
H  -4.27  4.12  -0.08  0.1166
H  -4.77  3.30  -1.57  0.1271
H  -4.11  1.69  0.74  0.0581
H  -5.09  1.36  -0.49  0.0734
H  -1.88  4.81  -1.31  0.1632
O  2.35  3.11  2.24  -0.2765
S  3.32  3.67  1.35  0.5483
O  3.76  2.89  0.23  -0.2864
O  4.54  4.22  2.15  -0.2578
C  5.18  3.33  3.13  -0.2188
C  6.08  2.31  2.47  -0.0661
C  2.73  5.23  0.75  -0.1203
H  4.39  2.86  3.72  0.1136
H  5.73  4.01  3.77  0.1253
H  5.51  1.59  1.89  0.0782
H  6.63  1.77  3.24  0.0906
H  6.80  2.79  1.82  0.0701
H  2.43  5.83  1.60  0.0780
H  1.88  5.01  0.11  0.0534
H  3.53  5.71  0.19  0.0785
O  -3.41  -1.07  0.14  -0.3143
S  -3.17  -1.96  1.25  0.5548
O  -2.26  -3.04  1.07  -0.2586
O  -4.56  -2.48  1.78  -0.2599
C  -5.49  -3.07  0.82  -0.2240
C  -5.13  -4.48  0.45  -0.0620
C  -2.71  -1.03  2.67  -0.1184
H  -5.55  -2.41  -0.05  0.1122
H  -6.45  -3.02  1.34  0.1200
H  -4.21  -4.52  -0.13  0.0775
H  -5.94  -4.90  -0.14  0.0675
H  -4.99  -5.10  1.34  0.0921
H  -3.42  -0.22  2.81  0.0703
H  -1.71  -0.65  2.47  0.0764
H  -2.69  -1.69  3.52  0.0804
O  -8.31  -5.65  0.12  -0.2912
S  -8.58  -6.54  1.21  0.5519
O  -7.67  -7.60  1.47  -0.2686
O  -10.05  -7.10  1.07  -0.2629
C  -10.42  -7.69  -0.21  -0.2363
C  -9.89  -9.10  -0.37  -0.0688
C  -8.84  -5.61  2.68  -0.1172
H  -10.08  -7.03  -1.01  0.1123
H  -11.51  -7.68  -0.19  0.1229
H  -8.81  -9.11  -0.46  0.0741
H  -10.32  -9.54  -1.28  0.0840
H  -10.17  -9.71  0.48  0.0869
H  -9.56  -4.82  2.48  0.0766
H  -7.87  -5.20  2.96  0.0703
H  -9.20  -6.29  3.46  0.0783
O  9.33  2.25  1.49  -0.2872
S  9.83  1.57  0.34  0.5565
O  9.01  0.57  -0.27  -0.2740
O  11.26  0.98  0.68  -0.2630
C  11.39  0.19  1.89  -0.2373
C  10.87  -1.22  1.71  -0.0697
C  10.34  2.73  -0.87  -0.1195
H  10.89  0.71  2.70  0.1122
H  12.46  0.20  2.08  0.1232
H  9.79  -1.24  1.58  0.0729
H  11.13  -1.81  2.60  0.0837
H  11.33  -1.69  0.84  0.0866
H  10.98  3.47  -0.40  0.0765
H  9.44  3.20  -1.26  0.0759
H  10.86  2.20  -1.66  0.0774

# 2
The following is a quantum chemistry calculation of a 7-piece molecular cluster, C20H52N2O7 overall in a non-equilibrium geometry, from the Open Molecules 2025 dataset.

Calculated values
- E: -1429.289025 Ha
- Relative energy (zero: lowest compared OMol25 entry of this formula, charge and spin): 0.0 kcal/mol
- HOMO energy: -8.75 eV
- Charge: 0
- E_LUMO: 0.52 eV
- Frontier orbital gap: 0.3406 hartree

Each line ends with the Löwdin charge.
Element x y z (Å)
C  2.68  -2.30  -0.80  -0.0297
C  3.34  -1.33  0.19  -0.4735
C  2.49  -1.46  1.49  -0.0236
C  4.82  -1.60  0.44  -0.1163
C  5.42  -0.48  1.31  -0.1799
C  5.27  0.86  0.63  -0.1416
C  3.80  1.18  0.23  -0.5592
C  3.04  1.71  1.43  -0.0283
C  3.84  2.25  -0.85  -0.0453
N  3.21  0.05  -0.43  -0.0622
O  1.82  0.37  -0.65  -0.0536
H  1.58  -2.15  -0.86  0.0686
H  3.11  -2.19  -1.81  0.0969
H  2.78  -3.28  -0.33  0.0820
H  1.55  -0.99  1.38  0.0516
H  2.33  -2.48  1.82  0.0861
H  2.96  -0.93  2.28  0.0463
H  4.84  -2.58  0.88  0.1147
H  5.37  -1.69  -0.51  0.1257
H  4.94  -0.38  2.26  0.0853
H  6.52  -0.63  1.55  0.1303
H  5.99  0.95  -0.21  0.1265
H  5.55  1.64  1.35  0.1233
H  3.17  1.10  2.31  0.0656
H  1.94  1.73  1.19  0.0893
H  3.30  2.67  1.81  0.0733
H  2.86  2.79  -0.94  0.0829
H  4.27  1.86  -1.85  0.1179
H  4.60  2.97  -0.51  0.0828
H  1.64  0.21  -1.54  0.0658
C  -3.99  -0.88  2.40  -0.0325
C  -2.84  -1.21  1.44  -0.5105
C  -2.02  0.09  1.31  -0.0161
C  -2.07  -2.39  1.97  -0.1595
C  -1.06  -2.96  1.04  -0.1838
C  -1.80  -3.47  -0.25  -0.0993
C  -2.50  -2.23  -0.90  -0.4835
C  -1.50  -1.20  -1.43  -0.0098
C  -3.35  -2.75  -1.99  -0.0448
N  -3.46  -1.71  0.19  -0.0505
O  -4.15  -0.59  -0.33  -0.0460
H  -4.48  0.04  2.12  0.0742
H  -3.63  -0.74  3.41  0.0789
H  -4.69  -1.74  2.40  0.1004
H  -2.38  0.71  0.54  0.0625
H  -0.99  -0.17  1.11  0.0625
H  -1.99  0.59  2.26  0.0736
H  -1.58  -2.16  2.91  0.1317
H  -2.81  -3.17  2.09  0.1242
H  -0.62  -3.80  1.52  0.1010
H  -0.25  -2.28  0.78  0.0779
H  -2.50  -4.25  0.09  0.1184
H  -1.07  -4.01  -0.87  0.1229
H  -1.03  -1.57  -2.31  0.0837
H  -2.03  -0.27  -1.61  0.0616
H  -0.79  -0.95  -0.67  0.0409
H  -2.74  -3.07  -2.87  0.1125
H  -4.03  -3.49  -1.57  0.0911
H  -4.00  -1.95  -2.31  0.0700
H  -5.02  -0.92  -0.49  0.1060
C  -1.12  3.27  2.33  -0.1303
O  -2.26  3.59  1.51  -0.1469
H  -1.46  2.81  3.29  0.0855
H  -0.40  2.60  1.79  0.0733
H  -0.64  4.23  2.56  0.0806
H  -2.71  2.74  1.35  0.0707
C  -0.18  2.52  -1.63  -0.1537
O  -1.44  2.72  -2.21  -0.1267
H  0.40  1.99  -2.42  0.0870
H  0.28  3.49  -1.33  0.1018
H  -0.14  1.74  -0.86  0.0548
H  -1.69  3.57  -1.88  0.0202
O  -1.69  -0.22  -4.58  -0.0835
H  -2.48  -0.11  -4.04  -0.0225
H  -1.83  0.46  -5.27  0.0454
O  -2.25  5.11  -0.77  -0.0560
H  -1.82  4.88  0.10  0.0448
H  -1.77  5.88  -1.07  0.0373
O  -3.70  1.09  -3.06  -0.1054
H  -3.00  1.78  -2.75  0.0640
H  -3.75  0.51  -2.28  0.0001

# 3
The following is a quantum chemistry calculation of C20H53AlIO13 as an isolated structure in a non-equilibrium geometry, from the Open Molecules 2025 dataset.

Calculated values
- E: -2311.840180 Ha
- HOMO energy: -5.28 eV
- Charge: -1
- E_LUMO: 1.52 eV
- Frontier orbital gap: 0.2499 hartree

Each line ends with the Löwdin charge.
Element x y z (Å)
C  -6.37  3.73  -3.74  0.0025
C  -5.28  3.07  -4.10  -0.1875
C  -3.98  2.12  -4.41  -0.2358
Al  -3.81  0.87  -2.74  0.2962
C  -2.87  1.98  -1.30  -0.2402
C  -3.00  1.39  0.20  -0.2850
C  -1.72  0.50  0.66  -0.2078
C  -0.44  1.39  1.07  -0.2067
C  0.29  0.86  2.44  -0.2122
C  1.91  1.05  2.34  -0.2258
C  2.65  0.93  3.78  -0.2158
C  3.20  -0.58  4.09  -0.2209
C  4.81  -0.70  3.89  -0.2254
C  5.30  -2.26  3.96  -0.1628
C  6.93  -2.38  4.06  -0.2077
O  7.48  -3.20  2.99  -0.2546
C  8.85  -2.85  2.67  -0.1238
C  -2.82  -0.83  -3.30  -0.1894
C  -1.90  -0.69  -4.62  -0.2708
O  -0.49  -0.74  -4.19  -0.0802
C  0.25  -1.29  -5.30  -0.2307
O  1.51  -1.45  -5.11  -0.0438
C  -5.75  0.37  -2.25  -0.2326
C  -5.91  -1.11  -1.64  -0.7665
O  -5.06  -1.73  -0.95  -0.0908
I  -7.87  -2.10  -2.02  0.6021
H  -7.36  3.94  -3.17  0.0516
H  -4.15  1.49  -5.37  0.0701
H  -3.01  2.73  -4.44  0.0593
H  -3.24  3.09  -1.31  0.0578
H  -1.74  2.04  -1.59  0.0602
H  -3.92  0.69  0.34  0.0917
H  -3.18  2.27  0.93  0.0789
H  -1.44  -0.28  -0.16  0.1099
H  -2.02  -0.13  1.58  0.0912
H  -0.77  2.48  1.24  0.1107
H  0.35  1.36  0.22  0.1098
H  0.11  -0.28  2.60  0.1112
H  -0.12  1.51  3.29  0.1015
H  2.19  2.07  1.86  0.1095
H  2.27  0.23  1.60  0.1147
H  3.60  1.61  3.85  0.1007
H  1.96  1.24  4.65  0.1006
H  2.87  -0.96  5.14  0.1100
H  2.71  -1.28  3.31  0.1056
H  5.36  -0.13  4.72  0.1057
H  5.09  -0.30  2.83  0.1263
H  4.95  -2.82  3.00  0.1202
H  4.81  -2.70  4.91  0.1090
H  7.37  -1.31  4.10  0.0749
H  7.13  -2.95  5.06  0.1313
H  8.91  -2.78  1.51  0.1012
H  9.60  -3.68  2.97  0.0943
H  9.19  -1.82  3.06  0.0832
H  -3.59  -1.67  -3.50  0.0612
H  -2.21  -1.20  -2.37  0.0698
H  -2.04  0.29  -5.21  0.0996
H  -2.20  -1.57  -5.32  0.1154
H  -0.21  -1.58  -6.33  0.1400
H  -6.29  1.17  -1.60  0.0749
H  -6.34  0.37  -3.26  0.0659
O  -6.70  7.09  -4.19  -0.0867
H  -6.25  6.28  -4.45  -0.0011
H  -6.06  7.55  -3.63  0.0297
O  8.37  -6.28  2.28  -0.0553
H  7.75  -5.54  2.35  0.0412
H  8.32  -6.54  1.35  0.0600
O  8.14  0.49  4.50  -0.0698
H  9.07  0.73  4.39  0.0495
H  7.68  0.98  3.80  0.0519
O  -3.98  2.02  2.99  -0.0716
H  -4.45  1.21  3.23  0.0317
H  -4.11  2.60  3.74  0.0352
O  -8.65  1.65  -1.24  -0.0866
H  -9.11  0.84  -0.99  0.0054
H  -8.78  2.23  -0.48  0.0373
O  -1.53  -0.47  -7.84  -0.0625
H  -0.69  0.02  -7.89  0.0471
H  -1.64  -0.83  -8.73  0.0455
O  6.65  -8.41  3.18  -0.0799
H  6.91  -8.30  4.10  0.0314
H  7.14  -7.73  2.71  -0.0195
O  -3.17  0.09  4.95  -0.0605
H  -2.72  -0.73  4.69  0.0430
H  -2.53  0.54  5.51  0.0399
O  -3.10  4.60  -6.51  -0.0771
H  -3.17  4.16  -7.37  0.0315
H  -3.77  4.17  -5.97  -0.0112